# C3H8BrN2O

A 2-piece molecular cluster, C3H8BrN2O overall at a distorted geometry (ωB97M-V/def2-TZVPD, the Open Molecules 2025 dataset).

XYZ file:
```
15
Properties=species:S:1:pos:R:3
Br -1.998 -1.801 0.771
O 0.928 2.192 -1.666
N 0.882 1.090 -0.717
N -1.370 0.685 -0.990
C -0.245 -1.389 0.534
C -0.203 0.468 -0.559
C 0.525 -1.116 1.855
H -1.411 1.702 -1.395
H 0.790 1.917 -2.622
H 0.274 -1.958 -0.252
H 0.225 -0.156 2.211
H 0.527 -2.019 2.453
H 1.596 -0.923 1.552
H -2.166 0.078 -1.045
H 1.647 1.231 -0.131
```

Properties
HOMO-LUMO gap, eV: 10.1
E_LUMO, eV: -4.16
Total charge: +1
E_tot, hartree: -2877.4806